1.
56
Properties=species:S:1:pos:R:3:lowdin_charge:R:1 method="wB97M-V/def2-TZVPD" total_charge=+2 homo_ha="-0.5226 / -0.5226" orbital_gap_ev="5.0 / 5.0"
Au -0.3925 1.3163 -0.8906 0.579
C -3.2496 0.3532 -1.9340 -0.175
Si -3.1763 -0.2828 -0.1661 0.489
C -3.3160 -2.1598 -0.1731 -0.139
C -4.4115 0.6375 0.9055 -0.136
N -1.5217 0.0998 0.4702 0.014
C -1.0148 -0.2368 1.6262 -0.218
C -1.7814 -0.9742 2.6028 0.022
C -1.2403 -1.3569 3.7830 -0.002
C 0.1068 -1.0359 4.0891 0.065
C 0.8881 -0.3128 3.2125 0.042
C 0.3607 0.0994 1.9980 -0.139
O 1.0511 0.7712 1.1003 -0.001
C 2.3148 1.3296 1.3741 -0.244
C 2.5007 2.2221 2.4169 -0.012
C 3.7497 2.8005 2.5777 -0.038
C 4.7861 2.4901 1.7077 -0.040
C 4.5754 1.6007 0.6620 -0.039
C 3.3304 1.0207 0.4859 0.006
H -4.1270 -0.0752 -2.4261 0.052
H -2.3754 0.0619 -2.5199 0.015
H -3.3606 1.4384 -1.9655 0.024
H -4.2223 -2.4414 -0.7119 0.054
H -3.3800 -2.5868 0.8288 0.032
H -2.4674 -2.6166 -0.6847 0.024
H -5.4158 0.4425 0.5239 0.056
H -4.2414 1.7143 0.8606 0.042
H -4.3888 0.3350 1.9535 0.033
H -2.8076 -1.2163 2.3660 0.094
H -1.8366 -1.9132 4.4934 0.135
H 0.5357 -1.3621 5.0278 0.144
H 1.9110 -0.0680 3.4609 0.138
H 1.6805 2.4777 3.0774 0.134
H 3.9108 3.5046 3.3825 0.123
H 5.7559 2.9501 1.8374 0.122
H 5.3819 1.3576 -0.0160 0.121
H 3.1302 0.3347 -0.3288 0.111
C 2.6059 -1.7467 -3.1382 -0.154
P 0.9529 -1.7594 -2.4205 0.560
C 1.0484 -2.6750 -0.8627 -0.156
C -0.1016 -2.6928 -3.5456 -0.153
O 0.4284 -0.3539 -2.2273 -0.487
H 2.9192 -2.7643 -3.3753 0.068
H 3.3178 -1.3013 -2.4444 0.049
H 2.5776 -1.1520 -4.0506 0.068
H 1.3593 -3.7032 -1.0493 0.069
H 0.0699 -2.6720 -0.3813 0.036
H 1.7742 -2.1938 -0.2053 0.048
H 0.2903 -3.6988 -3.6982 0.068
H -0.1290 -2.1681 -4.5005 0.069
H -1.1135 -2.7502 -3.1457 0.050
Cl 0.4758 3.0664 -2.5585 0.610
C -0.6757 4.3348 -2.0739 -0.889
Cl -1.5090 3.7901 -0.6046 0.560
H -1.4021 4.4745 -2.8654 0.047
H -0.1315 5.2467 -1.8595 0.046


2.
12
Properties=species:S:1:pos:R:3:lowdin_charge:R:1 method="wB97M-V/def2-TZVPD" total_charge=+1 homo_ha="-0.5039 / -0.4847" orbital_gap_ev="7.7 / 6.3" de_lowest_kcal_mol=81.0
C 1.0478 1.9518 -0.3714 0.120
C -0.0179 1.2899 0.1433 -0.292
C -1.0220 0.7859 -0.7299 -0.486
N -0.1887 -2.2061 0.5234 -0.052
I -2.2987 -0.5739 0.1407 1.310
H 1.8774 2.1995 0.1907 0.060
H 1.4126 1.6849 -1.3560 0.097
H -0.0262 1.0537 1.1994 0.097
H -0.9771 0.8956 -1.7819 0.049
H -0.3916 -2.4978 1.4576 0.035
H 0.0054 -3.0154 0.0126 0.031
H 0.5791 -1.5681 0.5716 0.032


3.
36
Properties=species:S:1:pos:R:3:lowdin_charge:R:1 method="wB97M-V/def2-TZVPD" total_charge=-2 homo_ha=0.0024 orbital_gap_ev=5.1 de_lowest_kcal_mol=2.7
Pd 1.0067 0.0061 0.7636 0.610
F 0.9577 -4.8040 -2.0038 0.000
C 0.5810 -3.4881 -1.9364 -0.304
C 1.0810 -2.6856 -0.9388 -0.086
C 0.7236 -1.3272 -0.8452 -0.163
C -0.1816 -0.8483 -1.8326 -0.160
C -0.6626 -1.7079 -2.8058 -0.239
F -1.5713 -1.2706 -3.7384 0.008
C -0.3057 -3.0388 -2.8973 0.010
C -0.5825 0.5803 -1.7584 -0.223
C -0.8872 1.3618 -2.8746 -0.031
C -1.1477 2.7125 -2.7107 -0.099
C -1.0988 3.2595 -1.4396 -0.084
C -0.8051 2.4151 -0.3805 -0.132
N -0.5573 1.1155 -0.5283 0.059
H 1.7654 -3.1213 -0.2195 0.090
H -0.7137 -3.6849 -3.6612 0.107
H -0.8913 0.9144 -3.8579 0.097
H -1.3740 3.3315 -3.5726 0.089
H -1.2740 4.3126 -1.2633 0.091
H -0.7610 2.7876 0.6350 0.096
N -0.6734 -1.8134 2.3196 0.129
C -1.7294 -1.1140 2.8163 -0.684
N -2.0076 -1.3818 4.1780 0.097
O -2.4769 -0.3907 2.1834 0.003
H -0.0769 -2.2463 3.0067 0.075
H -0.0763 -1.3618 1.5689 0.008
H -1.1794 -1.4949 4.7443 0.068
H -2.6101 -0.6597 4.5419 0.071
O 1.9766 -0.0343 2.7922 -0.314
N 1.4075 1.0862 2.4429 -0.273
C 2.3039 1.9476 1.7622 -0.419
C 3.6523 1.6133 1.4561 -0.308
N 4.7724 1.3986 1.2444 0.059
C 1.8892 3.2735 1.5118 -0.309
N 1.5265 4.3576 1.2975 0.060


4.
9
Properties=species:S:1:pos:R:3:lowdin_charge:R:1 method="wB97M-V/def2-TZVPD" total_charge=0 homo_ha=-0.3331 orbital_gap_ev=8.9 de_lowest_kcal_mol=92.5
C 0.6701 -0.8447 0.8515 -0.316
N 1.8803 0.5958 -0.6684 0.033
N 1.5001 -0.4696 0.0930 0.020
O -0.0621 -1.4403 1.5790 0.074
O -2.0230 1.3277 -0.6417 -1.049
I -3.4246 0.4444 0.1018 1.188
H 2.8207 0.4074 -1.0596 0.103
H 1.2690 0.6693 -1.4411 0.070
H -2.6306 -0.6899 1.1854 -0.125


5.
23
Properties=species:S:1:pos:R:3:lowdin_charge:R:1 method="wB97M-V/def2-TZVPD" total_charge=+1 homo_ha=-0.4734 orbital_gap_ev=6.9 de_lowest_kcal_mol=130.2
C -2.3056 1.1626 -0.2017 -0.449
C -0.8894 -1.3482 0.2274 -0.285
C -2.3098 -1.2981 0.8703 -0.311
C 0.8821 0.4866 -1.4934 -0.125
C 2.1221 -0.4052 0.4753 -0.053
C 0.8559 0.2825 -0.0159 -0.884
N -0.2705 -0.1859 0.6201 0.018
N -2.0910 2.3847 -0.5776 0.069
S -3.4052 -0.0653 -0.0824 1.046
S 0.8427 2.1131 0.6272 0.805
H -0.4922 -2.1684 0.7522 0.146
H -1.0930 -1.5462 -0.8082 0.127
H -2.7380 -2.2154 0.9924 0.054
H -2.0671 -0.9359 1.8506 0.088
H 1.0043 -0.4527 -2.0798 0.102
H -0.0402 1.0697 -1.8689 0.095
H 1.7694 1.0269 -1.8428 0.090
H 2.9966 -0.0461 0.0200 0.071
H 1.8990 -1.4997 0.1947 0.116
H 2.1673 -0.4209 1.6368 0.126
H -1.0924 2.7508 -0.5565 0.052
H -2.8750 3.1051 -0.8290 0.194
H 0.3903 1.5146 1.7479 -0.091


In order of appearance, molar mass = 630.4, 184.0, 450.7, 202.0, 177.3 u.
In order of appearance, F_max = 2.2, 3.1, 0.9, 1.9, 4.7 eV/Å.